No. 1
{"formula": "C5H3NO2", "method": "ωB97M-V/def2-TZVPD", "e_above_lowest_kj_mol": 299.8, "e_tot_ha": -397.4185, "lumo_ev": -1.683, "total_charge": 0, "homo_energy_ev": -10.4, "symbols": ["C", "C", "C", "C", "C", "H", "H", "H", "N", "O", "O"], "coordinates": [[1.79, 0.65, -0.07], [0.46, -0.10, 0.16], [-0.39, 0.16, -0.88], [-1.74, -0.66, -0.48], [-0.41, -0.59, 1.27], [2.38, 1.26, 0.98], [0.14, 0.75, -1.84], [-0.10, -0.69, 2.34], [-1.53, -0.86, 0.95], [2.16, 0.86, -1.26], [-2.76, -0.76, -1.18]]}

=====

No. 2
{"formula": "C5H3NO3", "method": "ωB97M-V/def2-TZVPD", "e_above_lowest_kj_mol": 574.5, "e_tot_ha": -472.5592, "lumo_ev": -0.895, "total_charge": 0, "homo_energy_ev": -8.9, "symbols": ["C", "C", "C", "C", "C", "H", "H", "H", "N", "O", "O", "O"], "coordinates": [[-1.12, -0.10, -0.12], [-1.33, 1.33, -0.02], [0.90, 0.94, -0.20], [1.41, -1.19, 0.07], [0.35, -0.23, -0.35], [-1.91, -1.87, 0.73], [-2.22, 2.08, 0.39], [1.22, -2.32, 0.10], [2.60, -0.54, 0.00], [-2.15, -0.98, -0.32], [0.01, 2.01, 0.00], [2.22, 0.88, -0.29]]}

=====

No. 3
{"formula": "C5H3NO3", "method": "ωB97M-V/def2-TZVPD", "e_above_lowest_kj_mol": 196.6, "e_tot_ha": -472.7031, "lumo_ev": -1.459, "total_charge": 0, "homo_energy_ev": -9.6, "symbols": ["C", "C", "C", "C", "C", "H", "H", "H", "N", "O", "O", "O"], "coordinates": [[-2.20, -0.21, -1.56], [-1.31, -0.27, -0.52], [0.12, 0.29, 1.43], [1.13, 0.12, 0.16], [0.25, -0.18, -0.98], [-3.39, -0.05, -1.52], [-1.71, -0.59, -2.55], [-1.95, -0.37, 1.72], [-1.13, -0.03, 0.90], [0.41, 0.70, 2.51], [2.29, -0.14, 0.20], [0.68, -0.23, -2.10]]}

=====

No. 4
{"formula": "C5H3O4", "method": "ωB97M-V/def2-TZVPD", "e_above_lowest_kj_mol": 153.4, "e_tot_ha": -493.2235, "lumo_ev": 3.990, "total_charge": -1, "homo_energy_ev": -3.7, "symbols": ["C", "C", "C", "C", "C", "O", "O", "O", "O", "H", "H", "H"], "coordinates": [[0.09, -0.27, -1.41], [-1.50, 1.80, -0.41], [-1.56, -0.93, 0.39], [1.89, -0.45, 0.26], [1.01, 0.27, -0.41], [-1.19, 2.52, 0.45], [-1.39, -2.02, 0.85], [-1.06, -0.86, -1.08], [-1.95, 0.15, 0.74], [2.81, -0.03, 0.74], [2.01, -1.54, 0.06], [0.84, 1.35, -0.19]]}

=====

No. 5
{"formula": "C5H4", "method": "ωB97M-V/def2-TZVPD", "e_above_lowest_kj_mol": 80.2, "e_tot_ha": -192.7636, "lumo_ev": 1.015, "total_charge": 0, "homo_energy_ev": -10.0, "symbols": ["C", "C", "C", "C", "C", "H", "H", "H", "H"], "coordinates": [[2.13, -0.70, 0.06], [1.25, 0.12, -0.03], [0.03, 0.88, 0.01], [-1.19, 0.07, 0.01], [-2.13, -0.66, 0.01], [2.97, -1.37, -0.16], [-0.15, 1.71, -0.74], [-0.01, 1.46, 0.87], [-2.90, -1.49, -0.03]]}

=====

No. 6
{"formula": "C5H4", "method": "ωB97M-V/def2-TZVPD", "e_above_lowest_kj_mol": 182.9, "e_tot_ha": -192.7245, "lumo_ev": 1.052, "total_charge": 0, "homo_energy_ev": -8.2, "symbols": ["C", "C", "C", "C", "C", "H", "H", "H", "H"], "coordinates": [[1.91, 0.49, -0.07], [1.38, -0.72, 0.04], [0.47, 0.38, 0.19], [-0.75, 0.25, -0.10], [-2.04, 0.12, 0.02], [2.70, 1.17, -0.25], [1.54, -1.77, 0.02], [-2.54, 0.13, 0.98], [-2.67, -0.05, -0.83]]}

=====

No. 7
{"formula": "C5H4", "method": "ωB97M-V/def2-TZVPD", "e_above_lowest_kj_mol": 256.3, "e_tot_ha": -192.6965, "lumo_ev": 0.847, "total_charge": 0, "homo_energy_ev": -9.6, "symbols": ["C", "C", "C", "C", "C", "H", "H", "H", "H"], "coordinates": [[-1.42, -0.22, 0.11], [-1.02, 1.11, -1.02], [0.03, 0.61, -0.51], [1.33, 0.26, -0.14], [2.45, -0.05, 0.17], [-0.76, -0.82, 0.75], [-1.94, -0.89, -0.57], [-2.11, 0.32, 0.76], [3.45, -0.32, 0.44]]}

=====

No. 8
{"formula": "C5H40Cl5NO21", "method": "ωB97M-V/def2-TZVPD", "e_tot_ha": -4150.0972, "lumo_ev": -0.824, "total_charge": 0, "homo_energy_ev": -8.9, "symbols": ["O", "Cl", "Cl", "Cl", "Cl", "Cl", "C", "C", "C", "C", "C", "N", "O", "H", "H", "O", "H", "H", "O", "H", "H", "O", "H", "H", "O", "H", "H", "O", "H", "H", "O", "H", "H", "O", "H", "H", "O", "H", "H", "O", "H", "H", "O", "H", "H", "O", "H", "H", "O", "H", "H", "O", "H", "H", "O", "H", "H", "O", "H", "H", "O", "H", "H", "O", "H", "H", "O", "H", "H", "O", "H", "H"], "coordinates": [[-1.95, -1.94, 1.49], [2.27, 1.39, -0.34], [0.06, 2.53, 1.44], [2.53, -1.80, -0.72], [-2.38, 0.82, 2.14], [-0.02, -3.71, 0.21], [1.15, 0.25, 0.32], [0.11, 0.79, 0.97], [1.16, -1.10, 0.01], [-1.01, -0.01, 1.33], [0.07, -1.95, 0.42], [-0.93, -1.29, 1.07], [-5.16, 1.99, 1.90], [-5.59, 1.60, 1.08], [-4.81, 1.23, 2.47], [0.06, -1.73, -2.98], [0.91, -1.88, -3.51], [-0.45, -2.61, -2.96], [5.55, 1.01, -0.11], [5.31, 1.89, 0.33], [5.13, 1.00, -1.03], [3.13, 1.22, -3.30], [3.49, 2.11, -3.61], [3.89, 0.54, -3.34], [-2.87, -1.64, -1.84], [-2.17, -2.34, -1.63], [-3.48, -2.00, -2.57], [-1.58, -4.04, -2.85], [-2.12, -4.32, -2.04], [-1.29, -4.88, -3.35], [-4.76, -1.75, 2.34], [-4.67, -1.28, 1.45], [-3.84, -2.02, 2.65], [2.97, 3.13, 3.56], [2.24, 3.83, 3.48], [3.52, 3.14, 2.72], [-1.73, 0.91, -1.76], [-2.06, -0.03, -1.65], [-0.88, 0.88, -2.32], [2.26, -0.53, 3.18], [2.50, 0.17, 3.87], [3.00, -1.22, 3.15], [0.76, 5.00, 3.62], [1.05, 5.95, 3.45], [-0.25, 4.96, 3.57], [-1.47, 3.59, -1.46], [-1.53, 2.58, -1.46], [-0.50, 3.84, -1.38], [-2.83, -4.48, -0.48], [-3.72, -4.01, -0.48], [-2.79, -5.07, 0.34], [3.53, 4.43, -0.45], [4.06, 3.99, 0.30], [4.19, 4.86, -1.08], [5.31, -1.74, 0.99], [5.52, -0.79, 0.71], [5.69, -2.37, 0.30], [2.86, -2.05, -4.07], [2.98, -3.01, -3.76], [3.47, -1.89, -4.86], [-3.29, 3.91, 1.41], [-2.52, 3.42, 0.98], [-4.01, 3.24, 1.62], [0.55, 0.93, -2.88], [0.51, -0.06, -2.64], [1.52, 1.19, -2.94], [-4.56, -0.54, -0.03], [-3.74, -0.77, -0.57], [-4.99, 0.27, -0.43], [-1.20, -4.29, 4.09], [-0.34, -3.95, 3.69], [-1.81, -3.50, 4.26]]}

=====

No. 9
{"formula": "C5H40N2O14", "method": "ωB97M-V/def2-TZVPD", "e_above_lowest_kj_mol": 350.2, "s_squared": 0.770, "multiplicity": 2, "e_tot_ha": -1376.9223, "lumo_ev": [-3.142, -7.069], "total_charge": 1, "homo_energy_ev": [-12.3, -12.2], "symbols": ["C", "C", "C", "C", "C", "N", "N", "H", "H", "H", "H", "H", "H", "H", "H", "H", "H", "H", "H", "H", "H", "O", "H", "H", "O", "H", "H", "O", "H", "H", "O", "H", "H", "O", "H", "H", "O", "H", "H", "O", "H", "H", "O", "H", "H", "O", "H", "H", "O", "H", "H", "O", "H", "H", "O", "H", "H", "O", "H", "H", "O"], "coordinates": [[-0.48, 0.82, -2.34], [-0.10, -0.64, -1.68], [-0.80, -1.74, -2.52], [-0.68, -1.74, -3.85], [-1.57, -2.95, -0.48], [-1.70, -2.60, -1.93], [0.67, 1.60, -2.82], [-1.25, 0.44, -3.08], [-1.03, 1.51, -1.65], [0.88, -0.84, -1.65], [-0.40, -0.64, -0.63], [-0.15, -0.99, -4.42], [-1.33, -2.40, -4.40], [-1.60, -4.03, -0.33], [-2.35, -2.45, 0.05], [-0.73, -2.51, -0.01], [-1.94, -3.48, -2.48], [1.54, 1.61, -2.29], [0.75, 1.41, -3.79], [-1.20, 0.40, 4.48], [-2.46, -0.67, 4.61], [-1.63, -0.45, 4.12], [-1.59, 4.13, 1.67], [-1.70, 3.76, 0.34], [-2.11, 4.35, 0.91], [2.56, 2.68, 1.42], [1.68, 3.59, 0.74], [2.39, 3.64, 1.32], [-0.06, 1.64, 1.51], [-1.57, 2.02, 1.46], [-0.75, 2.35, 1.89], [3.07, 3.89, -0.16], [2.37, 4.20, -1.73], [3.12, 3.77, -1.21], [-4.96, 1.78, -1.83], [-5.32, 0.63, -1.00], [-4.79, 1.42, -1.05], [3.46, -1.79, -1.12], [2.04, -1.68, -1.74], [2.55, -2.21, -1.09], [-1.03, -3.73, 2.21], [0.49, -3.29, 2.69], [0.02, -3.98, 2.16], [-1.78, -1.44, 1.81], [-2.80, -0.44, 2.49], [-2.52, -0.84, 1.67], [2.26, -2.71, 2.82], [2.64, -2.42, 4.18], [2.03, -2.98, 3.69], [1.80, 0.43, 2.34], [1.91, -0.61, 1.11], [1.70, 0.31, 1.36], [2.73, -1.92, 0.59], [3.56, -0.96, 1.54], [3.11, -1.81, 1.47], [4.14, 1.18, -2.20], [3.34, 2.06, -1.42], [3.35, 1.21, -1.76], [-3.32, 1.64, 0.17], [-2.04, 0.83, -0.14], [-2.40, 1.64, -0.02]]}

=====

No. 10
{"formula": "C5H40NO14", "method": "ωB97M-V/def2-TZVPD", "e_above_lowest_kj_mol": 661.6, "e_tot_ha": -1322.2491, "lumo_ev": -2.532, "total_charge": 1, "homo_energy_ev": -12.7, "symbols": ["C", "C", "C", "C", "C", "N", "H", "H", "H", "H", "H", "H", "H", "H", "H", "H", "H", "H", "H", "H", "O", "H", "H", "O", "H", "H", "O", "H", "H", "O", "H", "H", "O", "H", "H", "O", "H", "H", "O", "H", "H", "O", "H", "H", "O", "H", "H", "O", "H", "H", "O", "H", "H", "O", "H", "H", "O", "H", "H", "O"], "coordinates": [[-0.95, 0.05, -0.67], [0.19, -0.46, 0.19], [1.53, -0.91, -0.62], [2.69, -1.13, 0.20], [3.65, -2.08, 0.09], [3.04, -0.09, 1.20], [-1.22, -0.53, -1.49], [-1.90, 0.02, -0.04], [-0.85, 0.99, -1.24], [0.48, 0.40, 0.91], [-0.12, -1.29, 0.78], [1.59, -0.09, -1.40], [1.13, -1.93, -1.09], [4.34, -2.33, 0.84], [3.65, -2.75, -0.63], [2.50, 0.77, 0.99], [2.78, -0.22, 2.24], [3.86, 0.31, 0.95], [0.88, -0.65, 3.43], [1.50, -1.77, 3.90], [1.36, -1.39, 2.98], [0.93, -3.44, 1.33], [1.10, -4.77, 0.69], [0.44, -4.06, 0.79], [-2.32, 0.67, 3.17], [-2.40, -0.86, 3.00], [-2.27, -0.15, 3.68], [-4.94, 0.13, -1.27], [-4.40, -1.02, -0.65], [-4.82, -0.75, -1.45], [3.81, 1.71, -1.63], [2.46, 1.43, -2.19], [3.21, 1.03, -1.70], [0.22, 2.11, -2.21], [0.27, 3.52, -1.89], [0.75, 2.77, -1.56], [-0.76, 0.43, 4.16], [0.27, 1.43, 3.80], [0.18, 0.65, 4.26], [-4.28, 1.95, 1.85], [-3.11, 2.59, 1.14], [-3.46, 1.73, 1.33], [1.55, 2.15, -0.14], [2.75, 3.09, 0.53], [2.24, 2.28, 0.60], [-2.84, -1.09, -2.78], [-1.71, -2.15, -3.52], [-1.86, -1.27, -3.14], [-0.21, 2.85, -4.17], [-1.67, 2.33, -3.95], [-0.99, 2.98, -3.50], [-0.28, -0.06, -3.85], [1.04, 0.59, -4.45], [0.16, 0.82, -4.20], [-0.47, 2.96, 2.01], [-0.36, 1.85, 1.21], [-0.52, 1.96, 2.08], [-2.22, -3.63, 1.01], [-3.08, -4.26, -0.05], [-2.53, -3.44, 0.17]]}

=====

No. 11
{"formula": "C5H41NO14", "method": "ωB97M-V/def2-TZVPD", "e_above_lowest_kj_mol": 364.0, "e_tot_ha": -1323.1492, "lumo_ev": 0.065, "total_charge": 0, "homo_energy_ev": -8.8, "symbols": ["C", "N", "C", "C", "C", "C", "H", "H", "H", "H", "H", "H", "H", "H", "H", "H", "H", "H", "H", "H", "H", "O", "H", "H", "O", "H", "H", "O", "H", "H", "O", "H", "H", "O", "H", "H", "O", "H", "H", "O", "H", "H", "O", "H", "H", "O", "H", "H", "O", "H", "H", "O", "H", "H", "O", "H", "H", "O", "H", "H", "O"], "coordinates": [[-2.25, 0.62, 1.44], [-1.89, 1.15, 0.09], [-2.77, 0.49, -0.92], [0.43, -0.08, 0.21], [-0.41, 1.12, -0.17], [-0.07, 1.32, -1.66], [-1.84, 1.42, 2.10], [-3.33, 0.51, 1.51], [-1.84, -0.37, 1.63], [-3.78, 0.64, -0.57], [-2.53, -0.58, -1.06], [-2.51, 1.00, -1.84], [0.08, -0.42, 1.26], [1.56, 0.16, 0.25], [0.33, -0.97, -0.36], [-0.09, 2.02, 0.43], [1.02, 1.30, -1.86], [-0.37, 0.32, -2.15], [-0.58, 2.21, -2.14], [4.20, -1.55, 0.29], [2.95, -0.80, -0.17], [3.50, -1.64, -0.34], [2.05, -3.66, -1.75], [2.13, -2.64, -0.73], [1.46, -3.08, -1.27], [-2.46, 2.91, -0.75], [-2.18, 3.64, -2.05], [-2.44, 3.80, -1.13], [-0.27, -0.50, 3.83], [-0.71, 1.01, 3.61], [-0.18, 0.49, 4.24], [-0.61, 4.82, 1.70], [-1.03, 4.31, 0.35], [-0.22, 4.53, 0.87], [1.72, 0.10, -2.69], [2.99, -0.08, -3.55], [2.03, -0.09, -3.59], [1.68, -2.69, 2.60], [0.42, -3.05, 1.80], [0.78, -2.42, 2.42], [2.19, 4.14, 0.26], [1.07, 3.22, 0.41], [2.02, 3.20, 0.27], [0.72, -4.58, 0.03], [-0.63, -4.06, 0.10], [0.06, -4.30, 0.69], [2.90, 1.75, 0.05], [2.77, 0.91, 1.36], [3.28, 0.96, 0.53], [-1.52, -1.47, -3.10], [-1.32, -0.68, -4.38], [-1.74, -0.59, -3.55], [2.41, 1.08, 3.60], [1.61, -0.11, 3.22], [2.40, 0.32, 3.01], [-3.38, -2.51, 0.29], [-2.35, -3.20, 1.04], [-2.62, -2.32, 0.83], [-0.22, -2.21, -1.84], [-1.45, -2.33, -0.88], [-1.14, -2.47, -1.81]]}